Entry from OMol25: 2 unconnected molecules or ions with the total composition C4H11N3 (ωB97M-V/def2-TZVPD).

Each line ends with the natural charge from an NBO analysis.
Cartesian coordinates (Å):
N -2.501 -2.132 2.491  -0.838
C -1.370 -1.255 2.336  -0.158
C -0.762 -1.098 1.164  -0.008
N 0.315 -0.260 0.928  -0.832
H -3.086 -1.785 3.240  0.354
H -2.188 -3.055 2.774  0.354
H -0.985 -0.739 3.215  0.156
H -1.150 -1.618 0.300  0.192
H 0.418 0.525 1.545  0.374
H 0.638 -0.126 -0.013  0.400
C 0.262 2.070 -2.623  -0.050
N 0.690 1.153 -1.877  -0.404
C 2.130 0.901 -1.898  -0.452
H -0.799 2.299 -2.603  0.178
H 0.916 2.631 -3.304  0.140
H 2.526 1.130 -0.907  0.209
H 2.642 1.508 -2.646  0.175
H 2.304 -0.150 -2.123  0.210

Values from the calculation:
- LUMO level: 0.037 hartree
- Molecular weight: 101.2 g/mol
- Charge: 0
- SMILES: N/C=C/N.C=NC
- Total energy: -323.21061 Ha
- Energy above the lowest of the compared OMol25 structures with the same formula, charge and spin: 60.20 kcal/mol
- HOMO-LUMO gap: 8.30 eV